Entry 1:
Molecular formula: C38H53BaN4OP2
Method: DFT, ωB97M-V/def2-TZVPD

Cartesian coordinates (Å):
C (2.19732, -2.18067, -1.29448)
C (1.72285, -0.08333, -2.21708)
C (3.11278, -2.45847, -2.30881)
C (2.57040, -0.32735, -3.29644)
C (3.28539, -1.52786, -3.33650)
H (3.65613, -3.39921, -2.27044)
H (2.67586, 0.44531, -4.06473)
H (3.93299, -1.74100, -4.18660)
N (1.60111, -0.97123, -1.20054)
P (0.14979, -3.09562, 0.45817)
P (0.97998, 2.22739, -0.55014)
C (1.84962, -3.26268, -0.25163)
H (1.98504, -4.28112, -0.65891)
H (2.56079, -3.18653, 0.58931)
C (0.86192, 1.17824, -2.20493)
H (1.19502, 1.86915, -2.99069)
C (-0.32645, 3.61706, -0.59525)
C (2.71359, 2.84095, -0.20946)
C (-1.09817, -3.69849, -0.84418)
C (0.05197, -3.87515, 2.21037)
C (-1.58481, 3.09144, 0.13567)
H (-1.39644, 2.85826, 1.19971)
H (-2.35054, 3.88150, 0.10940)
H (-2.02291, 2.19456, -0.33315)
C (0.13155, 4.88434, 0.14552)
H (0.30479, 4.70681, 1.21506)
H (1.01877, 5.33950, -0.31204)
H (-0.68845, 5.61540, 0.06381)
C (-0.66565, 3.98444, -2.04592)
H (-1.20846, 4.94182, -2.03474)
H (0.22632, 4.12448, -2.67116)
H (-1.32290, 3.24550, -2.51747)
C (2.75439, 3.40172, 1.24715)
H (2.00338, 2.94897, 1.91250)
H (3.73641, 3.19816, 1.69827)
H (2.60920, 4.49028, 1.26112)
C (3.69575, 1.65294, -0.29129)
H (3.38853, 0.80585, 0.33650)
H (3.83244, 1.30551, -1.32195)
H (4.67882, 1.98698, 0.07291)
C (3.09315, 3.90979, -1.25072)
H (2.35109, 4.07753, -2.04497)
H (3.28484, 4.87188, -0.75656)
H (4.03048, 3.62448, -1.74893)
C (-1.35613, -3.60501, 2.79319)
H (-1.31563, -3.73552, 3.88517)
H (-1.72330, -2.57716, 2.62024)
H (-2.11177, -4.30333, 2.41133)
C (1.06412, -3.15976, 3.13343)
H (2.09176, -3.17565, 2.75242)
H (0.78747, -2.11079, 3.32905)
H (1.04973, -3.68023, 4.10472)
C (0.33732, -5.38535, 2.16052)
H (0.78108, -5.69741, 3.11922)
H (-0.58843, -5.96769, 2.05640)
H (1.03484, -5.69268, 1.36828)
C (-0.92329, -2.94459, -2.19557)
H (-0.88794, -3.65945, -3.02994)
H (-1.75554, -2.25155, -2.38151)
H (-0.01940, -2.33702, -2.25193)
C (-2.52201, -3.39022, -0.32937)
H (-2.65370, -2.32203, -0.07840)
H (-3.22728, -3.62733, -1.13948)
H (-2.80108, -3.99211, 0.54366)
C (-0.92152, -5.20506, -1.05573)
H (0.09331, -5.46693, -1.38320)
H (-1.17719, -5.78798, -0.16097)
H (-1.61616, -5.51574, -1.85059)
Ba (-0.38271, -0.09306, 0.79772)
C (2.63963, 0.14667, 2.61721)
O (3.54662, -0.18986, 3.23200)
N (-1.34896, 0.31167, -1.48434)
C (-0.67248, 0.74654, -2.45056)
C (-1.31135, 0.87481, -3.82985)
C (-2.71507, 0.79064, -3.85995)
C (-0.62652, 1.01231, -5.04458)
C (-3.43211, 0.89578, -5.06017)
H (-3.24307, 0.63514, -2.91893)
C (-1.33355, 1.08504, -6.25893)
H (0.46923, 1.04486, -5.03625)
C (-2.73868, 1.04597, -6.26967)
H (-4.52627, 0.85875, -5.04038)
H (-0.79277, 1.17859, -7.20815)
H (-3.29071, 1.12233, -7.20869)
N (-3.59998, 0.70083, 4.27854)
C (-3.18857, 0.33844, 3.05127)
N (-1.88240, 0.61927, 2.89227)
C (-1.42878, 1.17899, 4.08672)
C (-0.15310, 1.61508, 4.48352)
C (-0.03804, 2.16334, 5.76689)
C (-1.14134, 2.24603, 6.63299)
C (-2.41120, 1.77525, 6.23887)
C (-2.51102, 1.25359, 4.96469)
H (-4.53915, 0.59171, 4.64930)
H (-3.85368, -0.10481, 2.31546)
H (0.68475, 1.49904, 3.78976)
H (0.92340, 2.53924, 6.11791)
H (-1.00815, 2.67878, 7.62494)
H (-3.31084, 1.79816, 6.86371)

## Properties
**Charge**: +1
**LUMO level**: -1.989 eV
**Spin multiplicity**: 1
**Gap between HOMO and LUMO**: 7.1 eV

=====

Entry 2:
Molecular formula: C38H53BrCuN9O2SSi
Method: DFT, ωB97M-V/def2-TZVPD

Cartesian coordinates (Å):
Cu (-1.38044, -0.32666, 1.69715)
C (1.53679, -3.46839, 1.94627)
C (0.69061, -2.46091, 1.46866)
N (-0.29450, -1.96746, 2.19985)
C (-0.51564, -2.46489, 3.43976)
C (0.29066, -3.46121, 3.99783)
C (1.34659, -3.95509, 3.21058)
C (0.01111, -3.93605, 5.32313)
C (-1.02791, -3.44622, 6.02829)
C (-1.88960, -2.44239, 5.47093)
C (-2.99787, -1.91297, 6.15484)
C (-3.77881, -0.97008, 5.54288)
C (-3.45720, -0.55446, 4.24346)
N (-2.42479, -1.03136, 3.57942)
C (-1.64186, -1.95366, 4.18291)
H (2.33614, -3.83390, 1.31601)
H (0.82426, -2.03793, 0.48328)
H (1.99413, -4.72570, 3.61236)
H (0.65504, -4.69874, 5.74417)
H (-1.23575, -3.80916, 7.02816)
H (-3.22401, -2.25885, 7.15667)
H (-4.63440, -0.54052, 6.04701)
H (-4.04967, 0.18651, 3.72146)
N (-4.53483, -3.83537, -2.37749)
C (-3.84926, -3.06786, -1.49497)
C (-3.63105, -3.48806, -0.17400)
C (-2.93828, -2.67150, 0.68465)
N (-2.45332, -1.47068, 0.33829)
C (-2.66906, -1.06383, -0.92080)
C (-3.34235, -1.81147, -1.85502)
H (-4.81725, -4.76634, -2.13423)
H (-4.61449, -3.55971, -3.33869)
H (-4.00345, -4.44619, 0.16745)
H (-2.76509, -2.98434, 1.70652)
H (-2.27387, -0.09147, -1.18587)
H (-3.47890, -1.42965, -2.85954)
C (-5.41456, 4.68065, 2.37833)
C (-5.27593, 3.16116, 2.32219)
C (-3.99814, 2.68635, 1.69571)
N (-3.64637, 1.45839, 1.60802)
N (-2.41647, 1.28184, 1.01881)
C (-1.84836, 2.41016, 0.65515)
N (-0.67388, 2.47152, -0.00061)
S (-2.81292, 3.78826, 1.01807)
H (-6.34702, 4.96049, 2.86481)
H (-5.41658, 5.11804, 1.37747)
H (-4.59492, 5.12401, 2.94789)
H (-6.10821, 2.71950, 1.77342)
H (-5.30878, 2.74985, 3.33337)
H (-0.08814, 1.64190, 0.00739)
H (-0.19364, 3.35149, -0.06629)
C (2.58592, -0.27819, -6.25279)
C (1.83864, -0.82003, -5.01845)
C (0.33135, -0.74804, -5.31601)
C (2.16667, -2.31181, -4.84099)
Si (2.32899, 0.16807, -3.44288)
Br (0.72428, -0.46099, -1.93761)
C (3.99291, -0.38998, -2.66553)
C (3.81933, -1.72536, -1.91883)
C (5.07266, -0.54639, -3.75186)
C (4.51952, 0.61596, -1.63150)
C (2.13224, 2.07483, -3.58901)
C (0.76862, 2.44316, -4.19013)
C (2.24560, 2.75118, -2.20993)
C (3.23719, 2.65781, -4.49070)
H (2.41658, -0.94863, -7.10253)
H (3.66479, -0.20344, -6.10517)
H (2.21496, 0.70774, -6.54049)
H (0.13973, -1.28401, -6.25275)
H (-0.03261, 0.26930, -5.44077)
H (-0.25699, -1.22613, -4.53169)
H (1.81670, -2.85495, -5.72610)
H (1.65516, -2.73311, -3.97199)
H (3.23355, -2.50690, -4.74204)
H (3.38922, -2.51191, -2.53853)
H (3.18939, -1.59660, -1.03694)
H (4.80482, -2.06866, -1.58270)
H (4.84044, -1.32666, -4.47523)
H (6.01980, -0.81594, -3.27305)
H (5.23965, 0.38400, -4.30164)
H (3.79588, 0.79589, -0.83221)
H (4.80182, 1.56719, -2.08463)
H (5.42191, 0.19677, -1.17171)
H (-0.06181, 1.98540, -3.64609)
H (0.69726, 2.15646, -5.23994)
H (0.64083, 3.53036, -4.14399)
H (1.70438, 2.20400, -1.43958)
H (1.82985, 3.76423, -2.27718)
H (3.27770, 2.84651, -1.88343)
H (3.14130, 2.32408, -5.52374)
H (4.23795, 2.39241, -4.14071)
H (3.17226, 3.75172, -4.49086)
C (0.08774, 3.39802, 5.23275)
N (0.55040, 2.49742, 4.18260)
C (1.86887, 2.43137, 3.83111)
C (2.30187, 1.64447, 2.83650)
C (1.33820, 0.84416, 2.10291)
O (1.64859, 0.15025, 1.12830)
N (0.02696, 0.89516, 2.52121)
C (-0.40362, 1.71799, 3.52378)
O (-1.58511, 1.82297, 3.84593)
H (0.93929, 3.70008, 5.83737)
H (-0.64267, 2.88867, 5.85284)
H (-0.38794, 4.28244, 4.80855)
H (2.53848, 3.05687, 4.40655)
H (3.34276, 1.59366, 2.55640)

## Properties
**Charge**: +1
**LUMO level (spin up / spin down)**: -2.411 / -2.477 eV
**Expectation value of S²**: 0.75
**Spin multiplicity**: 2
**Gap between HOMO and LUMO (spin up / spin down)**: 8.2 / 8.1 eV

=====

Entry 3:
Molecular formula: C38H53CsN5O4P3S4
Method: DFT, ωB97M-V/def2-TZVPD

Cartesian coordinates (Å):
Cs (-0.86870, 0.01236, 0.35485)
C (-0.02802, -1.53267, 3.85170)
O (0.38495, -0.20066, 3.61558)
C (-0.19866, 0.77280, 4.36195)
C (-0.92921, 0.53543, 5.51785)
C (-1.47850, 1.60456, 6.22336)
C (-1.29806, 2.90296, 5.78206)
C (-0.57725, 3.13894, 4.61559)
C (-0.02740, 2.08887, 3.89372)
N (0.56595, 2.23883, 2.61838)
N (1.15740, 3.34684, 2.48797)
C (1.64528, 3.69017, 1.25247)
C (1.36854, 2.95674, 0.05177)
O (0.74229, 1.87227, 0.00807)
C (1.85389, 3.54546, -1.19322)
C (2.54968, 4.69707, -1.22166)
C (2.85034, 5.42959, -0.02381)
C (3.57551, 6.63086, -0.06982)
C (3.85236, 7.34173, 1.07368)
C (3.39701, 6.84578, 2.30441)
C (2.68735, 5.67134, 2.37504)
C (2.38691, 4.92435, 1.21237)
H (-1.10697, -1.63166, 3.70058)
H (0.25287, -1.87148, 4.85467)
H (0.48833, -2.13566, 3.10853)
H (-1.08394, -0.47481, 5.86990)
H (-2.06152, 1.40564, 7.11498)
H (-1.73807, 3.73210, 6.32256)
H (-0.45686, 4.13803, 4.21757)
H (1.60749, 3.00200, -2.09757)
H (2.89063, 5.10542, -2.16824)
H (3.91128, 6.99277, -1.03625)
H (4.41035, 8.26901, 1.02574)
H (3.60735, 7.39457, 3.21597)
H (2.34503, 5.29593, 3.32894)
O (-0.97623, 3.17064, -6.41265)
C (-1.44916, 2.42578, -5.57060)
S (-1.07260, 0.71619, -5.42148)
C (-2.09117, 0.32532, -4.02616)
C (-2.79044, 1.36289, -3.50653)
S (-3.85921, 1.37095, -2.12901)
S (-2.56565, 2.92149, -4.30980)
S (-2.01854, -1.35199, -3.52994)
C (2.48640, -3.68646, 1.68005)
P (2.48150, -2.03122, 0.86448)
C (3.76450, -1.19936, 1.88394)
C (3.49981, -2.43690, -0.62146)
C (2.76440, -3.29583, -1.65357)
P (1.02221, -2.71494, -1.96742)
C (0.68729, -3.67171, -3.49462)
C (1.41440, -1.07220, -2.67722)
H (3.46356, -4.17417, 1.60616)
H (1.73198, -4.32789, 1.22198)
H (2.23778, -3.57528, 2.73707)
H (4.65959, -1.81230, 2.02916)
H (3.33834, -0.93949, 2.85443)
H (4.04728, -0.26364, 1.39860)
H (4.42890, -2.92110, -0.29604)
H (3.77492, -1.47931, -1.07278)
H (2.71693, -4.33481, -1.31025)
H (3.32146, -3.29208, -2.59769)
H (1.50559, -3.58243, -4.21702)
H (-0.22228, -3.27333, -3.94694)
H (0.54336, -4.72555, -3.24569)
H (2.23583, -1.13511, -3.39963)
H (1.67827, -0.34879, -1.90324)
H (0.51228, -0.72523, -3.18368)
O (-2.73620, -1.12802, 1.80237)
P (-4.15533, -0.68592, 1.69424)
N (-5.05631, -1.49590, 2.88526)
C (-4.35806, -2.22899, 3.93406)
C (-4.35167, -1.26715, 5.12973)
C (-5.65024, -0.45137, 4.96099)
C (-6.17026, -0.83462, 3.55507)
N (-4.39661, 0.93129, 1.96111)
C (-5.08967, 1.83275, 1.01264)
C (-4.61757, 3.22823, 1.41693)
C (-3.22078, 2.96663, 1.97214)
C (-3.43752, 1.69173, 2.77827)
N (-4.77660, -0.98144, 0.22010)
C (-4.15426, -1.94226, -0.71570)
C (-5.26296, -2.96458, -1.04175)
C (-6.53457, -2.42247, -0.36306)
C (-6.20005, -0.95574, -0.09129)
H (-3.36560, -2.51334, 3.59468)
H (-4.92262, -3.13901, 4.17554)
H (-3.48075, -0.61288, 5.06015)
H (-4.30381, -1.78793, 6.08851)
H (-5.44888, 0.61851, 5.01653)
H (-6.38641, -0.68852, 5.73162)
H (-6.50525, 0.03179, 2.98780)
H (-7.01083, -1.53414, 3.63617)
H (-6.17656, 1.73309, 1.09687)
H (-4.78757, 1.61148, -0.01181)
H (-5.25677, 3.64086, 2.20518)
H (-4.62936, 3.90755, 0.56563)
H (-2.81598, 3.77904, 2.57590)
H (-2.53328, 2.78251, 1.14141)
H (-3.86078, 1.92080, 3.76603)
H (-2.52267, 1.12188, 2.93819)
H (-3.27240, -2.38917, -0.26108)
H (-3.84626, -1.39585, -1.60767)
H (-5.01855, -3.96259, -0.67362)
H (-5.38231, -3.02959, -2.12346)
H (-6.70402, -2.93349, 0.58858)
H (-7.42967, -2.53505, -0.97784)
H (-6.78606, -0.51965, 0.72031)
H (-6.34060, -0.34611, -0.99033)

## Properties
**Charge**: -2
**LUMO level**: 3.264 eV
**Spin multiplicity**: 1
**Gap between HOMO and LUMO**: 3.7 eV

=====

Entry 4:
Molecular formula: C38H53F10N6O5PRuS2
Method: DFT, ωB97M-V/def2-TZVPD

Cartesian coordinates (Å):
Ru (0.17074, 0.48763, 0.17149)
N (0.41994, -0.63059, -2.03909)
C (0.70709, -2.01233, -2.37328)
C (1.16438, -2.19736, -3.82815)
C (1.20951, -3.63917, -4.33276)
C (-0.13757, -4.35877, -4.24985)
N (-0.42770, -4.74225, -2.87844)
C (-1.63691, -4.95685, -2.50231)
N (-1.89395, -5.25435, -1.18742)
N (-2.73071, -4.99423, -3.34078)
C (1.72383, -2.59609, -1.40384)
O (1.74708, -3.91992, -1.30905)
O (2.52680, -1.90955, -0.81063)
H (-0.45692, -0.36470, -2.49991)
H (1.15267, -0.00051, -2.34437)
H (-0.23649, -2.54325, -2.24138)
H (2.13981, -1.71952, -3.96319)
H (0.45235, -1.63543, -4.44185)
H (1.95029, -4.22175, -3.78094)
H (1.53534, -3.62253, -5.37597)
H (-0.12281, -5.24217, -4.89997)
H (-0.90245, -3.67645, -4.65467)
H (1.01073, -4.32601, -1.86655)
H (-1.16682, -4.93084, -0.56564)
H (-2.80903, -4.99649, -0.85119)
H (-2.62163, -4.48928, -4.20457)
H (-3.62330, -4.82183, -2.90511)
F (-7.12175, -3.01576, 0.61915)
C (-5.79513, -2.80728, 0.52119)
C (-4.97190, -2.96140, 1.62418)
F (-5.50991, -3.33548, 2.79845)
C (-3.60945, -2.74644, 1.51527)
F (-2.87539, -2.95730, 2.61711)
C (-2.99022, -2.36373, 0.31821)
S (-1.27676, -2.13973, 0.16099)
C (-3.86282, -2.21343, -0.76732)
F (-3.38642, -1.84539, -1.97010)
C (-5.22626, -2.43312, -0.68382)
F (-6.00656, -2.28925, -1.77266)
O (-1.31338, 3.32383, 0.06385)
C (-1.76641, 2.76487, -0.91264)
N (-1.41579, 1.50968, -1.35579)
C (-2.03392, 1.27420, -2.54892)
O (-1.89453, 0.29292, -3.26731)
C (-2.91709, 2.44605, -2.88735)
C (-3.73245, 2.69387, -3.97063)
C (-4.40712, 3.91273, -3.99420)
C (-4.25216, 4.83915, -2.96520)
C (-3.41626, 4.57676, -1.88159)
C (-2.76101, 3.36413, -1.86943)
H (-3.84306, 1.96445, -4.76160)
H (-5.05973, 4.14753, -4.82507)
H (-4.78943, 5.77783, -3.01187)
H (-3.28670, 5.28772, -1.07702)
C (3.35140, 1.80239, 2.38436)
C (3.56558, 2.93332, 1.37007)
C (4.96995, 3.51649, 1.55266)
C (2.53755, 4.01873, 1.71661)
P (3.13714, 2.26997, -0.35907)
N (1.89914, 1.32021, -0.28028)
C (2.78393, 3.74875, -1.50813)
C (2.72471, 3.21885, -2.94650)
C (1.37932, 4.28448, -1.17809)
C (3.77764, 4.91333, -1.45916)
C (4.64209, 1.29532, -1.01766)
C (5.11670, 0.36719, 0.10664)
C (4.18270, 0.34414, -2.12906)
C (5.82621, 2.12200, -1.52250)
H (3.22543, 2.24735, 3.37459)
H (4.19650, 1.12066, 2.43594)
H (2.45139, 1.22752, 2.15988)
H (5.03441, 3.94485, 2.55733)
H (5.19713, 4.31000, 0.84724)
H (5.74899, 2.76059, 1.47543)
H (2.62383, 4.24197, 2.78266)
H (1.51826, 3.68675, 1.53328)
H (2.71493, 4.94335, 1.17492)
H (2.04984, 2.36465, -3.02187)
H (3.70042, 2.93959, -3.33437)
H (2.33346, 4.01231, -3.58719)
H (0.73944, 3.52768, -0.72754)
H (0.89043, 4.61135, -2.09789)
H (1.41390, 5.13914, -0.50787)
H (4.79476, 4.63158, -1.71383)
H (3.78789, 5.39699, -0.48679)
H (3.45204, 5.66407, -2.18524)
H (4.27531, -0.19647, 0.50707)
H (5.62207, 0.89656, 0.91010)
H (5.82447, -0.35184, -0.31408)
H (3.33068, -0.22892, -1.77923)
H (4.99294, -0.36068, -2.33421)
H (3.93462, 0.84145, -3.05940)
H (6.17860, 2.84899, -0.79758)
H (5.59746, 2.64424, -2.44943)
H (6.65595, 1.44026, -1.73365)
O (1.11964, -0.99256, 1.87558)
S (1.50117, -2.45068, 1.87326)
C (3.25164, -2.43975, 2.32225)
C (3.25691, -1.97983, 3.77199)
C (2.25334, -2.89691, 4.47050)
C (1.03527, -3.01415, 3.54480)
H (3.73818, -1.77699, 1.61302)
H (3.63400, -3.45542, 2.19993)
H (2.90199, -0.94898, 3.80695)
H (4.24877, -2.01808, 4.22412)
H (1.97099, -2.52455, 5.45502)
H (2.70266, -3.88404, 4.60583)
H (0.21165, -2.35563, 3.81613)
H (0.65263, -4.02956, 3.45933)
F (-2.17177, 1.36708, 1.93849)
C (-0.83058, 1.11872, 2.15536)
F (-0.25623, 2.35972, 2.46438)
C (-0.81325, 0.42431, 3.53191)
F (-1.29518, -0.82307, 3.47853)
F (0.41702, 0.35843, 4.06130)
F (-1.56619, 1.08762, 4.44056)

## Properties
**Charge**: -1
**LUMO level (spin up / spin down)**: 2.322 / 2.227 eV
**Expectation value of S²**: 8.76
**Spin multiplicity**: 6
**Gap between HOMO and LUMO (spin up / spin down)**: 6.4 / 7.0 eV

=====

We obtain E values of -67541.1040; -191168.5047; -127666.6502; -120162.5864 eV for the records listed above, in that order.
We obtain energy relative to the best compared isomer or geometry (same formula, charge and spin) values of 14.6; 0.0; 33.8; 0.0 kcal/mol for the records listed above, in that order.
We obtain largest force on an atom values of 2.88; 0.51; 1.88; 0.49 eV Å⁻¹ for the records listed above, in that order.